[1]
81
Properties=species:S:1:pos:R:3:mulliken_charge:R:1 method="wB97M-V/def2-TZVPD" energy_ha=-2875.410793 largest_force_ev_per_a=1.0 orbital_gap_ev="7.8983 / 8.3775" de_lowest_kcal_mol=2.0 e_homo_ha="-0.409 / -0.414" multiplicity=2 mol_weight_g_mol=677.40 charge=+1
Ti 0.07473 -0.01044 -0.31682 1.034
C -1.18050 2.36513 -4.91193 -1.338
C -1.22347 2.25691 -3.42708 0.949
C -1.82123 3.10923 -2.50502 -1.337
C -1.60420 2.53432 -1.26110 -0.268
N -0.88107 1.41308 -1.41069 0.797
N -0.66116 1.24227 -2.75617 0.182
B 0.07409 -0.02971 -3.27802 -0.945
N 1.54448 -0.03253 -2.75453 -0.037
N 1.85081 -0.02454 -1.41311 0.407
C 3.18547 -0.02252 -1.30901 0.343
C 3.74906 -0.01562 -2.58281 -1.535
C 2.68685 -0.03733 -3.46616 0.825
C 2.71153 -0.05664 -4.95638 -1.353
C 3.86741 -0.01191 -0.00669 0.265
C 5.19639 0.39599 0.07967 -0.626
C 5.84130 0.42570 1.30558 -0.764
C 5.17231 0.04471 2.45992 -0.544
C 3.85294 -0.38051 2.38391 -0.711
C 3.21626 -0.40927 1.15430 0.342
N -0.67884 -1.28458 -2.74358 0.061
N -0.90892 -1.43048 -1.39710 0.798
C -1.65400 -2.53569 -1.23541 -0.264
C -1.87246 -3.12682 -2.47181 -1.326
C -1.25342 -2.30030 -3.40280 0.969
C -1.20257 -2.43090 -4.88559 -1.338
C -2.15582 -2.93983 0.08700 0.239
C -2.83602 -2.02071 0.87836 -0.071
C -3.30021 -2.38637 2.13182 -0.664
C -3.08800 -3.67746 2.59568 -0.524
C -2.42610 -4.60210 1.79994 -0.709
C -1.96465 -4.23869 0.54530 -0.600
C -2.08288 2.97193 0.05906 0.201
C -1.86572 4.27725 0.48609 -0.561
C -2.30448 4.67545 1.73837 -0.721
C -2.96888 3.77856 2.56312 -0.532
C -3.20624 2.48088 2.13132 -0.597
C -2.76514 2.08079 0.88013 -0.105
H -1.71625 3.25596 -5.23017 0.400
H -0.15415 2.43882 -5.27103 0.250
H -1.64100 1.49904 -5.38531 0.263
H -2.37966 4.00329 -2.71351 0.571
H 0.07892 -0.03480 -4.46426 -0.028
H 4.79131 -0.02533 -2.84340 0.499
H 3.74272 -0.05729 -5.30253 0.384
H 2.21890 -0.94483 -5.34986 0.246
H 2.21207 0.81699 -5.37327 0.252
H 5.72710 0.71333 -0.80731 0.357
H 6.87016 0.75232 1.35940 0.397
H 5.68016 0.06793 3.41411 0.418
H 3.32620 -0.70470 3.27127 0.453
H 2.20770 -0.81281 1.11208 0.295
H -2.44626 -4.01342 -2.66960 0.578
H -1.75200 -3.31641 -5.19511 0.394
H -1.64418 -1.56329 -5.37398 0.258
H -0.17553 -2.52800 -5.23695 0.248
H -3.01955 -1.02126 0.50300 0.541
H -3.83846 -1.66988 2.73808 0.458
H -3.44914 -3.96598 3.57366 0.453
H -2.26513 -5.60868 2.16081 0.404
H -1.42791 -4.95170 -0.06648 0.480
H -1.32735 4.96912 -0.14800 0.487
H -2.12365 5.68678 2.07424 0.410
H -3.31187 4.09432 3.53887 0.446
H -3.74533 1.78589 2.76174 0.463
H -2.96816 1.07503 0.53177 0.531
O 0.30852 2.21409 1.85794 -0.636
C 0.09413 1.13448 2.35229 0.187
N -0.25442 -0.01091 1.59648 0.779
C 0.03913 -1.15537 2.37412 0.201
O 0.21491 -2.25281 1.90228 -0.681
C 0.22322 -0.69287 3.77834 0.218
C 0.40128 -1.41321 4.94333 -0.476
C 0.59841 -0.68405 6.11155 -0.618
C 0.63314 0.71013 6.09786 -0.573
C 0.47267 1.42406 4.91447 -0.600
C 0.25874 0.69009 3.76475 0.347
H 0.38606 -2.49369 4.94368 0.552
H 0.73126 -1.20506 7.05003 0.448
H 0.79201 1.24366 7.02516 0.447
H 0.51359 2.50379 4.89167 0.557

***

[2]
78
Properties=species:S:1:pos:R:3:mulliken_charge:R:1 method="wB97M-V/def2-TZVPD" energy_ha=-6275.358730 largest_force_ev_per_a=0.6 orbital_gap_ev="5.3003 / 6.6795" de_lowest_kcal_mol=8.5 e_homo_ha="-0.376 / -0.376" multiplicity=5 mol_weight_g_mol=867.94 charge=+1
Mn 0.64098 0.13498 0.11178 0.139
Cl 2.76805 0.50723 -0.83351 -0.174
C 3.34691 2.12841 -0.31434 0.915
C 4.68314 2.36513 -0.57709 -0.676
C 5.19119 3.60801 -0.23181 -0.594
C 4.36333 4.56805 0.33809 -0.878
C 3.02732 4.29231 0.56487 -0.330
C 2.48474 3.04007 0.26121 -0.357
P 0.71016 2.67258 0.42387 1.118
C -0.00237 4.02852 -0.53244 0.356
C 0.32106 4.09494 -1.88769 -0.685
C -0.17260 5.12451 -2.66439 -0.716
C -0.99909 6.08735 -2.09442 -0.545
C -1.32243 6.01813 -0.75072 -0.650
C -0.82211 4.99040 0.03874 -0.150
C 0.23063 2.92726 2.14799 0.769
C 1.08087 3.39305 3.14190 -0.453
C 0.60560 3.54631 4.43869 -0.687
C -0.70640 3.22175 4.74468 -0.860
C -1.55569 2.74408 3.75302 -0.808
C -1.09329 2.59790 2.45709 -0.075
H 5.30244 1.61279 -1.04306 0.546
H 6.23142 3.82921 -0.42526 0.453
H 4.76050 5.54135 0.59032 0.449
H 2.38024 5.06017 0.97080 0.559
H 0.94804 3.33417 -2.34048 0.436
H 0.07709 5.17563 -3.71577 0.441
H -1.39102 6.88988 -2.70357 0.414
H -1.96920 6.76303 -0.30794 0.446
H -1.08886 4.94141 1.08613 0.360
H 2.11611 3.62275 2.92573 0.478
H 1.26703 3.91893 5.20952 0.472
H -1.07134 3.34131 5.75605 0.417
H -2.58101 2.49195 3.98826 0.532
H -1.76212 2.24055 1.67920 0.281
O -3.18010 -2.11732 3.86811 -0.553
C -2.02541 -2.01201 4.51079 0.505
O -1.86809 -2.43185 5.62257 -0.567
C -0.90197 -1.32174 3.80001 0.153
C 0.34154 -1.05798 4.35999 -0.450
Cl 0.93728 -1.43845 5.89253 -0.096
N 1.11619 -0.45766 3.42741 -0.440
N 0.42977 -0.31671 2.27748 1.959
C -0.77258 -0.84398 2.48799 -0.203
C -1.71351 -0.78285 1.33030 0.747
O -2.88285 -1.12089 1.41910 -1.069
O -1.17373 -0.31948 0.25056 -0.334
C 2.42904 0.09398 3.54798 0.225
C 2.74686 0.91641 4.61728 -0.339
C 4.01398 1.47551 4.67581 -0.906
C 4.94370 1.22554 3.67678 -0.707
C 4.61331 0.38933 2.61999 -0.662
C 3.35495 -0.18886 2.55825 -0.087
H -3.16361 -1.72312 2.96595 0.403
H 2.01596 1.14040 5.37835 0.529
H 4.26998 2.11748 5.50819 0.427
H 5.92847 1.66779 3.73319 0.450
H 5.34423 0.15811 1.85760 0.525
H 3.11484 -0.90322 1.78189 0.209
Cl 2.21140 -2.45791 -2.17496 -0.243
Si 0.93941 -2.25017 -0.59110 0.876
Cl 1.75656 -3.18078 1.03666 -0.238
Cl -0.81819 -3.14248 -1.05538 -0.218
C -2.62452 1.57535 -4.11703 -0.980
N -3.19723 0.65743 -3.16838 0.102
C -3.71560 -0.63957 -3.56907 -0.619
C -4.19591 -1.25346 -2.23797 -0.493
N -3.89186 -0.20320 -1.28430 -0.004
C -3.28229 0.85654 -1.84148 0.094
S -2.73996 2.20452 -1.00635 -0.217
H -3.25798 1.63371 -5.00333 0.323
H -1.62448 1.25571 -4.42749 0.276
H -2.55693 2.55728 -3.65304 0.306
H -2.93047 -1.23526 -4.04341 0.332
H -4.52884 -0.52018 -4.28816 0.340
H -3.66270 -2.17344 -1.99517 0.153
H -5.26453 -1.46909 -2.25406 0.362
H -3.85426 -0.34143 -0.28563 0.188

***

[3]
23
Properties=species:S:1:pos:R:3:mulliken_charge:R:1 method="wB97M-V/def2-TZVPD" energy_ha=-387.658272 largest_force_ev_per_a=4.2 orbital_gap_ev=11.2927 smiles=CCCC.O.O.O de_lowest_kcal_mol=40.5 e_homo_ha=-0.385 mol_weight_g_mol=112.17
C 0.31114 -1.23841 -0.33840 -1.534
C 0.05776 2.49292 0.83365 -1.098
C -0.42346 1.04047 0.62786 -0.247
C 0.58015 -0.03284 0.55440 -0.015
H 1.10418 -1.96615 -0.24853 0.369
H -0.56948 -1.77227 -0.00896 0.360
H 0.01827 -1.03138 -1.30808 0.424
H 0.12266 2.88128 1.90060 0.238
H 0.98465 2.58577 0.29340 0.333
H -0.62043 3.25215 0.38535 0.301
H -1.10293 0.71378 1.47307 0.257
H -1.07606 0.88754 -0.26229 0.282
H 0.88917 -0.28736 1.55316 0.141
H 1.40930 0.46216 0.02846 0.209
H 2.92057 -2.64041 -4.69656 0.329
H 2.05413 -1.38222 -3.83439 0.330
O 2.41123 -2.30845 -3.82252 -0.659
H -4.43550 -1.54200 -2.44234 0.318
H -4.87705 -0.12636 -2.00124 0.310
O -4.35376 -0.86781 -1.74973 -0.627
H 0.90395 0.54974 4.02072 0.290
H 1.95113 0.20720 5.00952 0.310
O 1.74037 0.12266 4.03283 -0.621